No. 1
C46H75N5O15PS4 | ωB97M-V/def2-TZVPD

The geometry in XYZ format:
```
146
Properties=species:S:1:pos:R:3:forces:R:3
C -0.622254 -2.482607 -4.960327 0.0 0.4 0.1
C 0.826030 -1.955754 -5.003687 -0.1 -0.7 0.2
C 1.438417 -1.641766 -3.625948 -0.1 0.4 0.1
C 2.105872 -0.262221 -3.554784 0.7 -0.2 -0.1
C 3.213573 -0.155203 -2.497014 -0.3 -0.8 0.1
N 2.800946 0.380220 -1.180041 -0.3 0.5 0.1
C 1.772484 -0.327609 -0.608046 -0.2 -0.5 0.2
N 1.988677 -1.469046 0.002569 -0.3 -0.2 0.0
C 0.854144 -2.249010 0.557012 0.1 -0.9 -0.1
C 1.054509 -2.850992 1.940861 -0.2 0.4 0.3
C 1.212165 -1.780127 3.020788 -0.8 -0.2 0.3
O 2.164839 -2.207160 3.999964 0.6 0.3 -0.4
C 2.515803 -1.229297 4.882923 -0.2 0.0 0.2
C 3.946390 -1.325168 5.330733 -0.3 -0.6 0.1
O 1.739299 -0.391426 5.252422 0.1 0.1 -0.3
P 3.674515 -2.098965 0.089271 0.5 0.5 -0.1
N 3.967346 -1.908485 1.727328 0.4 -0.6 -0.3
O 3.240405 -3.663872 -0.054144 -0.1 -0.1 0.1
N 0.476324 0.126192 -0.658358 0.3 0.5 0.1
C 0.309343 1.564943 -0.761300 0.1 0.1 -0.7
C 1.501219 2.356404 -0.218558 -0.2 -0.2 -0.2
O 1.782035 2.016077 1.161298 -0.5 -0.4 -0.2
C 1.180765 2.740192 2.182558 0.3 0.3 0.3
O 1.811701 3.603179 2.721693 0.0 -0.1 -0.1
C -0.178205 2.335346 2.603753 -0.2 -0.1 0.0
C -0.754127 1.123094 2.229499 0.0 0.1 0.0
C -2.016009 0.784011 2.689451 -0.2 0.0 0.1
C -2.705966 1.639357 3.538005 0.1 0.2 0.0
C -2.137557 2.851945 3.913439 0.2 -0.1 -0.1
C -0.878691 3.193832 3.449269 0.0 0.0 0.1
C 1.185085 3.846624 -0.412973 0.2 0.0 0.2
C -0.075043 4.265422 -0.827787 -0.1 -0.1 0.0
C -0.362457 5.602129 -1.040675 -0.1 0.3 -0.2
C 0.595047 6.576803 -0.841371 0.0 -0.2 0.1
C 1.840665 6.179934 -0.382367 0.1 0.1 0.0
C 2.128018 4.845093 -0.168179 0.0 0.0 0.0
C 2.799478 1.876700 -0.982200 0.4 1.0 -0.2
N 2.893379 2.633149 -2.208602 -0.3 -0.3 0.2
C 4.062101 2.239743 -0.151069 0.6 -0.6 0.1
C 4.672491 1.045648 0.597807 -0.4 0.8 0.2
C 5.580253 1.453317 1.734660 0.0 -0.1 0.2
O 5.668267 0.797979 2.732706 0.1 -0.1 0.0
O 6.317026 2.600936 1.564473 -0.3 0.0 -0.2
H -1.279739 -1.835593 -5.536211 -0.1 -0.1 -0.1
H -1.017511 -2.483373 -3.944505 0.0 0.0 0.1
H -0.697112 -3.502829 -5.327103 0.0 0.0 -0.1
H 0.916341 -1.103551 -5.672793 -0.1 0.2 0.1
H 1.435467 -2.748706 -5.438347 0.1 0.1 -0.2
H 0.663648 -1.729162 -2.858183 -0.1 0.0 0.0
H 2.184448 -2.400581 -3.380919 0.0 -0.1 0.0
H 1.385105 0.541843 -3.461378 -0.1 -0.1 0.1
H 2.596909 -0.095701 -4.515763 -0.1 0.1 -0.1
H 3.567383 -1.168025 -2.296406 0.2 0.0 -0.1
H 4.085474 0.369268 -2.872143 0.0 0.4 0.2
H 0.670119 -3.067842 -0.140864 -0.1 0.0 0.0
H -0.044009 -1.643718 0.593464 0.1 0.3 -0.2
H 1.821484 -3.616501 1.989720 0.2 0.1 -0.1
H 0.115110 -3.364995 2.121400 0.1 -0.2 0.0
H 0.256209 -1.629122 3.523646 0.0 0.1 0.0
H 1.489689 -0.807711 2.606569 0.3 0.0 0.1
H 4.422893 -2.197380 4.892787 0.1 0.0 0.0
H 4.477667 -0.425629 5.031984 0.0 0.1 0.1
H 3.953640 -1.437997 6.412535 0.1 0.2 0.1
H 3.872006 -2.758020 2.274062 -0.3 0.2 0.3
H 4.887727 -1.509934 1.880245 -0.1 0.2 0.2
H 4.010654 -4.154197 -0.365787 -0.1 -0.2 -0.1
H -0.075868 -0.374575 -1.346684 -0.2 -0.2 0.3
H 0.178767 1.856658 -1.808329 0.1 0.0 -0.1
H -0.612132 1.844141 -0.262471 0.0 -0.1 0.2
H -0.214318 0.438032 1.593973 0.0 0.0 0.0
H -2.478485 -0.148394 2.395514 0.1 -0.1 0.0
H -3.682828 1.371745 3.914444 -0.1 -0.1 0.0
H -2.656363 3.521692 4.583732 -0.1 0.0 0.0
H -0.413448 4.120338 3.753453 0.0 0.0 0.0
H -0.884707 3.576360 -0.999794 0.0 -0.1 0.0
H -1.343680 5.891281 -1.393130 -0.1 0.0 0.0
H 0.352914 7.606699 -1.042939 0.1 0.1 0.0
H 2.607014 6.917186 -0.186725 0.0 0.0 0.0
H 3.114708 4.612857 0.189547 0.0 -0.1 0.0
H 2.174667 2.414407 -2.888191 0.1 0.0 -0.1
H 3.808971 2.573033 -2.624689 0.0 0.0 -0.1
H 3.823098 2.981441 0.598528 -0.1 0.1 -0.1
H 4.827767 2.659050 -0.801858 -0.1 0.1 -0.1
H 5.205344 0.388426 -0.086117 0.0 -0.2 0.1
H 3.864005 0.527192 1.106598 0.1 -0.3 -0.1
H 5.848715 3.330384 1.990732 0.2 0.1 0.1
C -2.685349 -8.043002 2.125548 0.0 0.1 0.1
C -3.372073 -7.252570 3.248054 0.1 0.0 -0.2
C -2.492205 -6.033457 3.549646 -0.2 -0.1 0.1
S -1.630291 -5.650549 2.021943 -0.3 -0.2 0.0
O -0.213645 -5.857459 2.212368 0.0 0.1 -0.1
O -2.107420 -4.396549 1.479742 0.2 0.1 0.0
C -2.286437 -7.015335 1.070042 -0.1 -0.2 0.0
H -3.340764 -8.804959 1.706694 0.0 0.0 0.0
H -1.794478 -8.541461 2.513449 0.0 0.0 0.0
H -4.357740 -6.924288 2.915067 0.0 0.0 0.0
H -3.514834 -7.854573 4.139483 0.0 0.0 0.0
H -3.071889 -5.163926 3.848245 0.1 0.1 0.0
H -1.738187 -6.252456 4.303274 0.1 0.0 -0.1
H -1.525055 -7.363688 0.375924 0.1 0.1 0.0
H -3.153572 -6.645367 0.523609 0.0 0.0 0.0
C 1.515520 11.002622 -4.886885 -0.1 0.0 0.0
C 0.490928 11.844146 -4.113209 0.0 -0.1 0.0
C -0.804463 11.026245 -4.030110 0.1 0.3 0.0
S -0.307429 9.299023 -4.084745 0.1 0.1 0.1
O -0.817176 8.698856 -5.291950 -0.1 -0.1 0.0
O -0.552484 8.674417 -2.806272 -0.1 0.0 -0.1
C 1.445368 9.602584 -4.285332 0.2 0.1 -0.1
H 2.519475 11.416190 -4.811605 0.0 0.0 0.0
H 1.244845 10.966352 -5.943920 0.0 0.0 0.0
H 0.866976 12.043338 -3.108183 0.0 0.0 0.0
H 0.313572 12.805116 -4.592123 0.0 0.0 0.0
H -1.352413 11.198817 -3.107602 -0.1 -0.1 0.0
H -1.454355 11.202878 -4.884679 0.0 -0.1 0.0
H 1.869730 8.826591 -4.917884 -0.1 -0.1 0.0
H 1.898876 9.569644 -3.294924 0.0 0.0 0.0
C -1.166138 4.362117 -5.675178 0.0 -0.1 -0.1
C -1.942165 3.544644 -6.716882 0.0 0.0 0.1
C -1.367206 2.121537 -6.703522 -0.1 0.1 -0.2
S -0.741010 1.854716 -5.040849 -0.2 0.2 -0.1
O 0.696972 1.689681 -5.091769 -0.2 0.3 -0.2
O -1.535764 0.865071 -4.349964 0.2 0.0 0.1
C -1.108498 3.491418 -4.423885 0.0 0.2 0.0
H -1.641302 5.319383 -5.470245 0.0 0.0 0.0
H -0.155190 4.562345 -6.035264 0.0 0.0 0.0
H -2.999515 3.517529 -6.448333 0.0 0.0 0.0
H -1.867987 3.983531 -7.709675 0.0 0.0 0.0
H -2.115135 1.361359 -6.914848 0.1 -0.1 0.0
H -0.527831 2.014559 -7.388057 0.1 0.0 0.1
H -0.336132 3.792911 -3.720549 0.1 -0.1 0.1
H -2.076701 3.440667 -3.924247 0.0 0.0 0.0
C -6.296310 -11.680784 5.981123 0.0 0.1 0.1
C -6.985234 -10.883147 7.097019 0.0 0.0 -0.1
C -6.109466 -9.658722 7.393568 -0.2 -0.2 0.2
S -5.245021 -9.281376 5.862747 -0.4 -0.2 0.1
O -3.829689 -9.485850 6.053988 0.1 0.2 -0.1
O -5.741572 -8.043236 5.314759 0.2 0.1 0.0
C -5.900071 -10.657024 4.921990 -0.1 -0.2 0.0
H -6.949907 -12.446458 5.567261 0.0 0.0 0.0
H -5.404788 -12.174855 6.372397 0.0 0.0 0.0
H -7.970529 -10.558662 6.758010 0.0 0.0 0.0
H -7.129200 -11.483913 7.993006 0.0 0.0 0.0
H -6.691476 -8.788188 7.683865 0.1 0.1 0.0
H -5.355287 -9.870962 8.148696 0.1 0.0 -0.1
H -5.138281 -11.010189 4.230686 0.1 0.1 0.0
H -6.768639 -10.293340 4.373833 0.0 0.1 0.0
```
Forces are in eV/Å.

Its total energy is -5134.1241 hartree. The charge is +1. For the max |F|, the calculation gives 1.09 eV/A.

---

No. 2
C4H7BrN2S | ωB97M-V/def2-TZVPD

The geometry in XYZ format:
```
15
Properties=species:S:1:pos:R:3:forces:R:3
C -0.480297 -0.845661 -1.481023 3.6 -0.4 2.0
C -0.202179 0.033553 -0.201553 -1.0 1.0 -1.1
C -1.344434 1.080743 -0.171852 0.8 -0.6 0.8
Br -1.468097 2.112274 1.470105 0.2 0.1 -0.6
N -0.319734 -0.745104 0.993793 -1.6 -0.4 -0.6
N 0.625154 -0.797712 1.723932 -0.1 -1.1 2.4
C 1.814665 -0.216625 1.321950 1.1 3.0 -1.5
S 1.517229 0.823060 -0.209779 -1.3 -0.8 0.6
H -1.520366 -0.978989 -1.639040 -0.8 0.3 -0.9
H -0.048288 -1.863133 -1.241556 -0.4 0.9 -0.4
H 0.271257 -0.366176 -2.156710 -1.6 -0.7 -0.5
H -2.322091 0.717875 -0.349195 -0.9 -1.4 0.6
H -1.280574 1.614069 -1.065528 0.9 2.0 -1.1
H 2.345928 0.422208 2.025780 -0.4 -0.4 0.4
H 2.411826 -0.990383 0.980677 1.5 -1.6 -0.2
```
Forces are in eV/Å.

Its total energy is -3238.2525 hartree. The charge is 0. The relative energy (zero: lowest compared OMol25 entry of this formula, charge and spin) is 0.276 eV. For the max |F|, the calculation gives 4.14 eV/A.

---

No. 3
C35H31F3NO6PS3 | ωB97M-V/def2-TZVPD

The geometry in XYZ format:
```
80
Properties=species:S:1:pos:R:3:forces:R:3
O 6.248021 -0.968646 -3.083128 0.0 -0.2 0.8
S 6.071368 -1.144025 -1.668143 -1.0 -0.2 -0.3
O 6.207394 -0.053882 -0.738136 -0.3 -0.9 -0.6
C 7.077939 -2.528547 -1.096183 0.1 0.1 0.1
C 8.078283 -2.253126 -0.161447 0.0 0.0 -0.1
C 8.996085 -3.255113 0.166132 -0.1 -0.1 -0.2
C 8.894268 -4.525519 -0.413708 -0.2 0.2 0.0
C 7.859846 -4.799502 -1.313438 0.1 0.4 0.2
C 6.957844 -3.793436 -1.665890 0.1 -0.2 -0.1
N 4.340713 -1.750191 -1.515813 0.1 0.3 -0.1
S 3.246149 -1.002397 -0.430723 1.8 0.0 0.7
C 3.727198 -1.936489 1.094862 -0.7 -0.2 0.0
F 2.815280 -1.558765 2.039052 0.8 -0.4 -0.6
F 4.966062 -1.675625 1.571804 -1.1 -0.3 -0.5
F 3.619970 -3.278087 0.895479 0.3 1.1 0.4
S 3.521455 -2.483042 -2.899953 0.0 -0.5 0.1
O 3.024941 -1.467088 -3.787915 0.5 -0.3 0.6
O 4.412110 -3.523396 -3.352646 -0.4 0.7 0.0
C 2.107917 -3.230866 -2.109805 -0.5 -0.3 -0.6
C 2.073316 -4.603458 -1.853912 0.4 0.2 0.5
C 1.010624 -5.131047 -1.112829 -0.2 0.1 0.0
C -0.009405 -4.285373 -0.662224 0.4 0.0 0.0
C -0.007395 -2.933536 -1.020222 -0.1 -0.1 -0.1
C 0.996061 -2.428578 -1.834475 0.1 0.0 0.2
H 8.134636 -1.265397 0.289318 0.0 -0.2 -0.1
H 9.796705 -3.040838 0.874081 -0.2 0.0 -0.2
H 9.609885 -5.311836 -0.155704 -0.2 0.3 -0.1
H 7.754729 -5.790961 -1.750641 0.0 0.2 0.1
H 6.171996 -4.000102 -2.381595 0.1 0.1 0.1
H 2.900148 -5.229973 -2.189142 -0.2 0.2 0.2
H 0.989306 -6.192873 -0.848291 0.1 0.4 -0.2
H -0.817430 -4.664856 -0.031120 0.3 0.0 -0.2
H -0.780788 -2.258005 -0.655626 0.2 -0.4 -0.3
H 0.930548 -1.406264 -2.213909 0.2 -0.3 0.3
C -3.300045 -3.462937 -1.315987 0.1 -0.3 0.0
C -3.626660 -1.991333 -1.277647 0.2 -0.2 -0.1
O -2.567524 -1.306129 -0.558796 -0.6 0.4 -0.1
C -2.885109 0.009750 -0.371925 -0.5 1.3 0.0
O -3.910069 0.473312 -0.907561 0.8 -0.2 0.6
C -2.021991 0.812666 0.469909 -1.3 -0.3 0.0
P -2.774913 2.310876 0.943074 0.3 -0.4 -0.5
C -2.847103 3.431933 -0.486999 -0.1 0.1 -0.5
C -4.049105 3.994774 -0.943166 0.2 0.2 0.1
C -4.044739 4.885566 -2.019530 0.2 -0.2 0.0
C -2.857602 5.140506 -2.713326 0.0 -0.1 0.3
C -1.673407 4.501105 -2.325625 -0.2 0.0 0.2
C -1.667499 3.648139 -1.217454 -0.2 0.2 -0.1
C -4.464719 2.465550 1.639613 -0.7 -0.3 0.2
C -4.866283 3.738485 2.087427 0.0 -0.1 0.0
C -6.172170 3.977253 2.516052 0.1 -0.2 -0.1
C -7.102077 2.933404 2.530443 0.2 -0.1 -0.1
C -6.704151 1.656259 2.125583 0.1 0.2 0.1
C -5.396616 1.419413 1.684984 0.1 0.2 0.0
C -1.864935 3.132369 2.286247 0.4 0.2 0.2
C -1.195170 4.347943 2.095341 0.0 -0.1 0.3
C -0.613993 5.006922 3.187136 -0.1 -0.2 0.1
C -0.694764 4.451644 4.468421 -0.1 0.0 -0.2
C -1.383240 3.249013 4.667284 0.0 0.0 -0.3
C -1.964300 2.590227 3.580240 0.1 0.3 0.0
H -4.110845 -3.991593 -1.823787 0.0 0.0 0.0
H -2.379978 -3.666411 -1.875820 -0.2 0.1 0.2
H -3.212218 -3.883068 -0.303924 0.0 0.1 -0.2
H -3.688408 -1.583398 -2.298468 -0.1 0.0 0.4
H -4.577280 -1.834150 -0.747925 0.3 0.1 -0.3
H -1.164185 0.386999 0.961243 0.0 0.1 0.3
H -4.993957 3.737017 -0.462242 0.3 0.2 -0.1
H -4.975507 5.374186 -2.314110 0.3 -0.2 0.0
H -2.858409 5.832420 -3.558636 0.0 -0.2 0.3
H -0.751035 4.668463 -2.883489 -0.3 0.0 0.2
H -0.748863 3.131987 -0.929595 -0.3 0.2 0.0
H -4.154940 4.565812 2.078636 -0.2 -0.2 0.0
H -6.461730 4.984266 2.823571 0.1 -0.3 -0.1
H -8.131481 3.124400 2.846563 0.4 -0.1 -0.1
H -7.425654 0.839864 2.135668 0.2 0.2 0.0
H -5.108972 0.425019 1.350026 -0.1 0.2 0.0
H -1.158946 4.798615 1.103728 0.0 -0.1 0.3
H -0.116056 5.966211 3.035379 -0.1 -0.3 0.0
H -0.241259 4.969290 5.319616 -0.2 -0.2 -0.3
H -1.484306 2.834775 5.673108 0.1 0.1 -0.4
H -2.533571 1.673423 3.742607 0.2 0.2 -0.1
```
Forces are in eV/Å.

Its total energy is -3693.9567 hartree. The charge is 0. The relative energy (zero: lowest compared OMol25 entry of this formula, charge and spin) is 0.211 eV. For the max |F|, the calculation gives 1.95 eV/A.

---

no.,highest occupied orbital energy (eV)
1,-11.033
2,-9.127
3,-7.899